{
  "formula": "C10H24ClI2LuN2P2",
  "method": "ωB97M-V with the def2-TZVPD basis set",
  "species": ["I", "I", "Lu", "P", "C", "C", "H", "H", "H", "H", "H", "H", "C", "H", "H", "H", "P", "C", "C", "H", "H", "H", "C", "H", "H", "H", "H", "H", "H", "Cl", "C", "C", "N", "C", "C", "N", "H", "H", "H", "H", "H", "H"],
  "coordinates": [[4.718, -1.490, -2.632], [3.694, -3.816, -3.620], [-0.372, -0.619, -0.231], [0.268, -2.187, 1.982], [1.888, -3.053, 2.047], [0.357, -1.051, 3.410], [0.541, -1.578, 4.355], [-0.726, -3.851, 3.522], [-0.584, -0.491, 3.464], [-1.943, -2.932, 2.560], [2.665, -2.306, 1.802], [1.152, -0.321, 3.219], [-0.960, -3.428, 2.539], [2.101, -3.514, 3.021], [-0.999, -4.230, 1.788], [1.892, -3.819, 1.254], [-1.459, 0.462, -2.563], [-0.448, 0.501, -4.098], [-3.106, -0.158, -3.077], [-2.446, 2.327, -1.390], [-2.242, 2.726, -3.130], [-0.842, 2.724, -1.996], [-1.786, 2.235, -2.260], [-3.750, -0.168, -2.183], [-3.566, 0.446, -3.865], [-0.905, 1.075, -4.914], [-0.277, -0.541, -4.415], [-2.995, -1.196, -3.423], [0.531, 0.939, -3.830], [-2.598, -0.513, 0.694], [-0.757, 2.786, 1.534], [0.534, 2.283, 1.048], [0.795, 1.112, 0.417], [2.178, 1.081, 0.142], [2.713, 2.208, 0.654], [1.677, 2.944, 1.204], [-0.680, 2.972, 2.622], [-1.018, 3.726, 1.012], [-1.558, 2.053, 1.363], [2.729, 0.299, -0.377], [3.726, 2.531, 0.698], [1.860, 3.836, 1.652]],
  "lowdin_charge": [-0.006, 0.049, 1.176, 0.659, -0.266, -0.269, 0.071, 0.068, 0.042, 0.034, 0.043, 0.037, -0.262, 0.067, 0.055, 0.051, 0.663, -0.267, -0.263, 0.042, 0.071, 0.039, -0.270, 0.033, 0.067, 0.066, 0.051, 0.055, 0.047, -0.067, 0.008, -0.365, -0.127, -0.121, -0.035, 0.154, 0.114, 0.113, 0.040, 0.076, 0.132, 0.194],
  "energy_ev": -94651.5814,
  "total_charge": 2,
  "e_above_lowest_kcal_mol": 0.00
}